[1]
DFT (ωB97M-V/def2-TZVPD) results for 12 unconnected molecules or ions with the total composition CH23O13 at a distorted geometry.

Highest occupied orbital energy: -6.582 eV
LUMO: 3.1 eV
Kohn-Sham gap: 0.3549 Eh
Total energy: -1029.9834 Eh

ORCA input file:
```
! RIJCOSX wB97M-V def2-TZVPD def2/J DEFGRID3
* xyz -1 1
O -1.170 -1.979 2.084
C -0.120 -2.231 1.521
O 0.866 -1.407 1.234
H 0.046 -3.355 1.263
H 2.558 -2.483 -0.906
H 2.646 -1.117 -0.044
O 2.391 -1.614 -0.852
H -0.640 0.464 2.098
H -0.301 -0.081 3.469
O -0.778 0.748 2.991
H 2.148 2.126 -1.191
H 1.200 2.622 -0.155
O 1.602 2.847 -1.099
H 0.212 -2.284 -2.928
H 1.001 -2.401 -1.497
O 0.120 -2.637 -1.890
H 0.454 0.020 0.489
H 0.156 -0.100 -1.127
O 0.351 0.488 -0.303
H -0.139 2.810 -2.007
H -0.733 1.520 -1.615
O -0.289 1.985 -2.312
H -1.773 -0.544 -0.118
H -2.359 -1.774 0.352
O -2.510 -1.021 -0.238
H 1.931 -0.030 1.389
H 2.353 0.344 0.119
O 2.671 0.385 0.940
H -1.681 -0.866 -3.095
H -1.079 0.298 -3.045
O -0.831 -0.584 -3.180
H 1.266 2.888 1.575
H 0.273 1.930 2.067
O 0.353 2.667 1.403
H -2.131 1.369 0.074
H -2.878 1.139 1.371
O -3.003 1.484 0.515
*
```

Results of the Mulliken charge analysis, in e, for atoms 1 through 5: number 1, O, carries -0.6431; number 2, C, carries -0.0916; number 3, O, carries -0.6280; number 4, H, carries 0.2518; number 5, H, carries 0.2995

=====

[2]
DFT (ωB97M-V/def2-TZVPD) results for 12 unconnected molecules or ions with the total composition CH24O14 at a distorted geometry.

Highest occupied orbital energy: -9.512 eV
Energy relative to the best compared isomer or geometry (same formula, charge and spin): 10.6 kcal per mole
LUMO: -1.1 eV
Kohn-Sham gap: 0.3105 Eh
Total energy: -1105.7848 Eh

ORCA input file:
```
! RIJCOSX wB97M-V def2-TZVPD def2/J DEFGRID3
* xyz 0 1
O -0.278 2.426 2.772
H 0.420 2.551 3.419
H -1.054 2.134 3.256
H 0.027 1.750 2.163
O 1.995 -2.873 0.542
H 1.571 -2.128 0.110
H 1.496 -3.128 1.322
H 2.911 -2.675 0.750
C 0.004 -0.071 0.052
O 0.382 0.416 1.174
O -1.034 0.236 -0.539
O 0.845 -0.775 -0.532
O 3.021 -0.287 1.605
H 2.907 -0.453 2.541
H 2.139 -0.102 1.285
O -3.316 0.920 -2.384
H -2.646 0.354 -2.001
H -4.033 0.326 -2.606
O 2.905 -0.763 -2.224
H 3.052 -1.708 -2.256
H 2.130 -0.659 -1.672
O -2.168 -2.620 0.453
H -2.750 -2.507 1.205
H -1.878 -1.734 0.239
O -0.430 2.087 -2.335
H -0.661 1.523 -1.597
H -0.984 1.783 -3.053
O -1.051 -1.307 -2.871
H -0.787 -0.901 -2.045
H -0.282 -1.803 -3.152
O 1.886 2.422 -0.991
H 1.394 2.547 -1.802
H 1.667 1.533 -0.712
O -2.500 2.369 0.140
H -3.005 2.465 -0.667
H -1.907 1.638 -0.034
O 0.275 -0.893 3.744
H 0.185 -0.584 2.842
H -0.446 -1.512 3.858
*
```

Results of the Mulliken charge analysis, in e, for atoms 1 through 5: number 1, O, carries -0.2984; number 2, H, carries 0.4628; number 3, H, carries 0.4368; number 4, H, carries 0.3481; number 5, O, carries -0.2968

=====

[3]
DFT (ωB97M-V/def2-TZVPD) results for a molecular structure, CH26FeO16 at a distorted geometry.

Highest occupied orbital energy (spin up / spin down): -9.765 / -9.765 eV
Energy relative to the best compared isomer or geometry (same formula, charge and spin): 35.7 kcal per mole
LUMO (spin up / spin down): -2.2 / -2.6 eV
Kohn-Sham gap (spin up / spin down): 0.2780 / 0.2631 Eh
Total energy: -2521.2390 Eh

ORCA input file:
```
! RIJCOSX wB97M-V def2-TZVPD def2/J DEFGRID3
* xyz 0 5
Fe 2.259 -0.384 1.362
C -0.025 -0.262 0.121
O 0.156 -0.704 1.225
O -1.134 0.018 -0.339
O 1.036 0.145 -0.297
O -1.013 -0.868 3.798
H -0.574 -0.786 2.952
H -1.303 -1.780 3.831
O -3.081 0.000 1.564
H -2.421 0.029 0.872
H -2.582 0.089 2.376
O -2.525 -0.326 -2.552
H -3.130 0.387 -2.348
H -1.878 -0.301 -1.848
O -0.736 2.709 1.840
H -1.684 2.791 1.733
H -0.521 1.870 1.432
O -0.359 0.739 -3.802
H 0.511 0.646 -3.412
H -0.951 0.339 -3.165
O -1.607 -2.872 -0.916
H -1.501 -1.955 -0.661
H -2.324 -3.192 -0.369
O 1.950 1.669 1.918
H 1.154 2.179 2.072
H 2.531 2.267 1.448
O -0.691 -3.360 2.855
H -0.633 -3.161 1.920
H -0.973 -4.274 2.889
O 2.473 -2.476 1.114
H 1.856 -2.956 0.561
H 2.983 -3.158 1.551
O -0.933 2.777 -1.641
H -1.691 3.075 -1.137
H -0.859 1.845 -1.436
O 1.437 -1.805 -2.827
H 1.600 -1.614 -1.904
H 0.518 -1.574 -2.961
O 2.055 1.703 -2.461
H 2.955 1.386 -2.533
H 1.680 1.198 -1.740
O 2.938 3.156 -0.139
H 2.718 4.084 -0.229
H 2.320 2.706 -0.715
*
```

Results of the Mulliken charge analysis, in e, for atoms 1 through 5: number 1, Fe, carries 0.6789; number 2, C, carries 1.2513; number 3, O, carries -0.0965; number 4, O, carries -0.8467; number 5, O, carries -0.5178

=====

[4]
DFT (ωB97M-V/def2-TZVPD) results for a molecular structure, CH26O16Zn at a distorted geometry.

Highest occupied orbital energy: -9.669 eV
Energy relative to the best compared isomer or geometry (same formula, charge and spin): 12.2 kcal per mole
LUMO: -1.2 eV
Kohn-Sham gap: 0.3100 Eh
Total energy: -3036.8834 Eh

ORCA input file:
```
! RIJCOSX wB97M-V def2-TZVPD def2/J DEFGRID3
* xyz 0 1
Zn -0.607 -2.194 0.996
C -0.116 0.048 0.244
O -0.937 -0.870 -0.379
O 0.557 0.871 -0.448
O 0.241 -0.456 1.380
O 1.592 3.203 -2.726
H 2.370 3.322 -3.252
H 1.369 2.273 -2.932
O 2.668 -0.678 -0.322
H 1.878 -0.105 -0.241
H 3.396 -0.137 0.105
O -1.215 2.626 -1.237
H -0.687 1.891 -0.886
H -1.896 2.717 -0.601
O 2.795 -1.626 2.522
H 2.377 -0.932 2.009
H 3.596 -1.821 2.053
O 1.062 -2.915 0.103
H 1.674 -2.248 -0.313
H 1.708 -3.582 0.302
O -2.363 -1.666 2.099
H -2.514 -0.716 2.297
H -3.127 -2.000 1.639
O -2.929 0.520 -0.125
H -2.868 0.791 0.773
H -2.060 0.137 -0.240
O -2.206 -1.342 -2.660
H -3.074 -1.449 -2.312
H -1.633 -1.098 -1.943
O 1.462 0.407 -2.941
H 1.085 0.466 -2.046
H 1.401 -0.508 -3.137
O -2.394 1.054 2.542
H -1.687 1.631 2.320
H -3.025 1.518 3.123
O -1.990 -3.321 -0.095
H -2.817 -3.479 -0.554
H -1.380 -3.639 -0.754
O 1.891 1.310 2.419
H 1.205 0.761 1.991
H 1.596 2.202 2.123
O 2.217 3.097 -0.065
H 1.564 2.449 0.084
H 1.820 3.486 -0.918
*
```

Results of the Mulliken charge analysis, in e, for atoms 1 through 5: number 1, Zn, carries 0.2414; number 2, C, carries 2.1670; number 3, O, carries -0.2024; number 4, O, carries -0.6485; number 5, O, carries -1.1911

=====

[5]
DFT (ωB97M-V/def2-TZVPD) results for a molecular structure, CH27O15V at a distorted geometry.

Highest occupied orbital energy: -9.227 eV
Energy relative to the best compared isomer or geometry (same formula, charge and spin): 0.0 kcal per mole
LUMO: -0.8 eV
Kohn-Sham gap: 0.3101 Eh
Total energy: -2126.8450 Eh

ORCA input file:
```
! RIJCOSX wB97M-V def2-TZVPD def2/J DEFGRID3
* xyz 0 1
O 13.812 -15.884 -11.238
V 12.469 -16.689 -10.845
O 12.164 -17.498 -12.242
C 10.450 -14.354 -11.036
O 11.494 -15.097 -11.656
H 9.820 -15.045 -10.632
H 9.962 -13.767 -11.907
H 10.787 -13.717 -10.225
O 12.187 -20.401 -11.066
H 13.172 -20.482 -11.093
H 11.985 -20.077 -11.931
O 12.237 -15.809 -8.923
H 12.448 -14.915 -8.628
H 11.380 -15.980 -8.596
O 16.115 -16.414 -11.948
H 16.434 -15.610 -12.336
H 15.198 -16.182 -11.867
O 14.757 -13.455 -11.073
H 14.462 -14.066 -11.707
H 14.703 -12.572 -11.487
O 10.401 -17.903 -10.317
H 9.530 -17.986 -10.719
H 10.371 -18.442 -9.515
O 10.754 -17.895 -15.626
H 9.929 -17.655 -15.334
H 10.968 -18.387 -14.812
O 11.223 -19.309 -13.535
H 11.947 -19.834 -13.916
H 11.615 -18.615 -13.031
O 13.220 -17.199 -14.546
H 13.548 -17.516 -13.687
H 12.287 -17.060 -14.407
O 14.472 -18.827 -12.389
H 14.615 -19.224 -13.240
H 15.387 -18.677 -12.277
O 11.394 -14.878 -14.233
H 11.502 -14.839 -13.271
H 10.902 -14.143 -14.520
O 13.519 -18.207 -9.685
H 13.705 -18.039 -8.758
H 14.255 -18.684 -10.053
O 15.332 -15.136 -8.989
H 16.158 -15.631 -9.286
H 15.053 -14.732 -9.815
*
```

Results of the Mulliken charge analysis, in e, for atoms 1 through 5: number 1, O, carries 0.2772; number 2, V, carries 0.5647; number 3, O, carries -0.2006; number 4, C, carries -1.0041; number 5, O, carries -0.1433

=====

[6]
DFT (ωB97M-V/def2-TZVPD) results for a molecular structure, CH28F3O17SZn2 at a distorted geometry.

Highest occupied orbital energy: -17.560 eV
LUMO: -11.4 eV
Kohn-Sham gap: 0.2264 Eh
Total energy: -5589.5000 Eh

ORCA input file:
```
! RIJCOSX wB97M-V def2-TZVPD def2/J DEFGRID3
* xyz 3 1
Zn -0.649 -0.237 3.224
Zn -3.326 -2.192 -1.411
C 0.794 -0.444 -0.979
F 0.854 0.023 -2.196
F 1.113 -1.737 -1.008
F 1.747 0.165 -0.273
S -0.921 -0.197 -0.189
O -0.611 -0.414 1.218
O -1.376 1.152 -0.457
O -1.723 -1.256 -0.810
O 1.409 -0.250 3.094
H 2.146 -0.169 3.724
H 1.771 -0.767 2.359
O 0.723 -4.452 -0.984
H 1.235 -5.103 -0.489
H 1.327 -3.709 -1.105
O -4.649 -0.844 -0.870
H -4.590 -0.006 -0.382
H -5.498 -0.799 -1.351
O -2.449 3.916 -0.709
H -2.283 2.965 -0.739
H -2.510 4.126 0.231
O -2.783 -0.151 3.029
H -3.097 0.764 2.936
H -3.518 -0.627 3.446
O 3.439 -2.820 -2.160
H 4.148 -2.529 -2.746
H 3.412 -2.145 -1.476
O 0.781 1.436 -4.555
H 1.203 0.680 -4.980
H -0.026 1.081 -4.175
O 3.426 1.724 2.037
H 3.497 2.542 2.546
H 2.533 1.742 1.673
O 4.302 0.348 -1.612
H 4.807 1.169 -1.566
H 3.496 0.521 -1.120
O -2.109 -3.769 -1.905
H -2.447 -4.612 -2.255
H -1.189 -3.958 -1.619
O 0.810 2.943 0.881
H 1.354 3.724 0.702
H 0.309 2.803 0.060
O -0.507 1.797 3.010
H 0.074 2.161 2.289
H -0.592 2.516 3.654
O -0.987 -2.290 3.403
H -1.739 -2.724 2.982
H -0.623 -2.952 4.013
O 0.138 3.828 -2.017
H 0.105 3.200 -2.746
H -0.751 3.828 -1.627
*
```

Results of the Mulliken charge analysis, in e, for atoms 1 through 5: number 1, Zn, carries 0.4971; number 2, Zn, carries 0.6153; number 3, C, carries 0.2347; number 4, F, carries -0.0485; number 5, F, carries -0.1382

=====

[7]
DFT (ωB97M-V/def2-TZVPD) results for a molecular structure, CH2AgO4 at a distorted geometry.

Highest occupied orbital energy (spin up / spin down): -9.403 / -9.344 eV
LUMO (spin up / spin down): -1.2 / -2.9 eV
Kohn-Sham gap (spin up / spin down): 0.3007 / 0.2373 Eh
Total energy: -487.0847 Eh

ORCA input file:
```
! RIJCOSX wB97M-V def2-TZVPD def2/J DEFGRID3
* xyz 0 2
O 0.327 0.935 -1.143
Ag 2.322 0.315 0.023
O 0.682 -1.452 0.056
H 0.177 -1.824 0.797
C -0.245 0.545 -0.053
O 0.284 1.112 0.974
O -1.620 0.535 -0.034
H -1.926 -0.166 -0.620
*
```

Results of the Mulliken charge analysis, in e, for atoms 1 through 5: number 1, O, carries -0.4744; number 2, Ag, carries 0.5546; number 3, O, carries -0.8378; number 4, H, carries 0.2419; number 5, C, carries 1.0645

=====

[8]
DFT (ωB97M-V/def2-TZVPD) results for 2 unconnected molecules or ions with the total composition CH2BNO at a distorted geometry.

Highest occupied orbital energy (spin up / spin down): -10.886 / -7.724 eV
Energy relative to the best compared isomer or geometry (same formula, charge and spin): 114.7 kcal per mole
LUMO (spin up / spin down): -0.3 / -0.8 eV
Kohn-Sham gap (spin up / spin down): 0.3893 / 0.2538 Eh
Total energy: -194.0058 Eh

ORCA input file:
```
! RIJCOSX wB97M-V def2-TZVPD def2/J DEFGRID3
* xyz 0 1
B -0.123 -0.350 -0.266
C -1.437 0.288 -0.092
N -2.385 0.909 0.145
O 0.549 -1.358 0.147
H 1.895 1.962 -0.123
H 1.501 -1.452 0.190
*
```

Results of the Mulliken charge analysis, in e, for atoms 1 through 5: number 1, B, carries -0.0003; number 2, C, carries 0.4399; number 3, N, carries -0.3952; number 4, O, carries -0.4133; number 5, H, carries -0.0176

=====

[9]
DFT (ωB97M-V/def2-TZVPD) results for a molecular structure, CH2BiF3NO4S at a distorted geometry.

Highest occupied orbital energy: -15.144 eV
LUMO: -6.6 eV
Kohn-Sham gap: 0.3136 Eh
Total energy: -1306.9688 Eh

ORCA input file:
```
! RIJCOSX wB97M-V def2-TZVPD def2/J DEFGRID3
* xyz 1 1
Bi 1.789 1.028 -0.189
O 0.514 -1.916 -0.550
H 1.462 -2.123 -0.787
N 0.342 -0.543 -0.479
S -0.652 -0.004 0.656
O -1.052 -0.880 1.746
O 0.014 1.306 0.963
C -2.278 0.512 -0.114
F -3.036 -0.562 -0.259
F -2.062 1.063 -1.293
F -2.888 1.379 0.675
O 3.660 0.711 -0.390
H 4.187 0.027 0.023
*
```

Results of the Mulliken charge analysis, in e, for atoms 1 through 5: number 1, Bi, carries 1.4621; number 2, O, carries -0.3480; number 3, H, carries 0.3588; number 4, N, carries -0.3049; number 5, S, carries 1.1368

=====

[10]
DFT (ωB97M-V/def2-TZVPD) results for 2 unconnected molecules or ions with the total composition CH2Br2ClOP at a distorted geometry.

Highest occupied orbital energy (spin up / spin down): -10.184 / -8.753 eV
Energy relative to the best compared isomer or geometry (same formula, charge and spin): 73.2 kcal per mole
LUMO (spin up / spin down): -0.7 / -3.8 eV
Kohn-Sham gap (spin up / spin down): 0.3474 / 0.1824 Eh
Total energy: -6064.0550 Eh

ORCA input file:
```
! RIJCOSX wB97M-V def2-TZVPD def2/J DEFGRID3
* xyz 0 1
C -1.708 0.971 -0.320
O 1.497 -1.647 1.819
P 1.103 -0.768 0.767
Cl -0.983 0.416 -1.703
Br 2.989 0.575 0.390
Br 1.190 -1.941 -1.212
H -1.278 1.391 0.549
H -2.811 1.003 -0.289
*
```

Results of the Mulliken charge analysis, in e, for atoms 1 through 5: number 1, C, carries -0.5906; number 2, O, carries -0.3516; number 3, P, carries 0.5014; number 4, Cl, carries -0.0532; number 5, Br, carries -0.1193

=====

[11]
DFT (ωB97M-V/def2-TZVPD) results for a molecular structure, CH2Br2NO at a distorted geometry.

Highest occupied orbital energy: -4.507 eV
Energy relative to the best compared isomer or geometry (same formula, charge and spin): 35.4 kcal per mole
LUMO: 3.2 eV
Kohn-Sham gap: 0.2841 Eh
Total energy: -5317.2634 Eh

ORCA input file:
```
! RIJCOSX wB97M-V def2-TZVPD def2/J DEFGRID3
* xyz -1 1
C -0.061 -0.605 0.725
N 0.445 -0.134 -0.328
O 1.379 -0.638 -1.008
Br -0.729 2.368 -1.556
Br -1.436 0.159 1.692
H 0.418 -2.045 1.271
H -0.016 0.895 -0.795
*
```

Results of the Mulliken charge analysis, in e, for atoms 1 through 5: number 1, C, carries -0.0996; number 2, N, carries 0.3370; number 3, O, carries -0.6535; number 4, Br, carries -0.7319; number 5, Br, carries -0.1386

=====

[12]
DFT (ωB97M-V/def2-TZVPD) results for a molecular structure, CH2Br2S at a distorted geometry.

Highest occupied orbital energy: -9.040 eV
Energy relative to the best compared isomer or geometry (same formula, charge and spin): 25.0 kcal per mole
LUMO: -0.7 eV
Kohn-Sham gap: 0.3080 Eh
Total energy: -5585.4527 Eh

ORCA input file:
```
! RIJCOSX wB97M-V def2-TZVPD def2/J DEFGRID3
* xyz 0 1
C 0.258 2.118 -0.976
S -1.868 1.392 -1.552
Br 0.980 1.125 0.422
Br -2.321 0.738 0.546
H 0.542 1.701 -1.969
H -0.008 3.092 -0.787
*
```

Results of the Mulliken charge analysis, in e, for atoms 1 through 5: number 1, C, carries -0.6576; number 2, S, carries -0.0820; number 3, Br, carries 0.0059; number 4, Br, carries -0.0547; number 5, H, carries 0.3341